# 1
54
Properties=species:S:1:pos:R:3 method="wB97M-V/def2-TZVPD" charge=+2 orbital_gap_ev="10.72 / 4.95" homo_ev="-14.979 / -14.892" de_lowest_kcal_mol=0.0 spin_multiplicity=3 energy_ev=-41500.10958
Ag -20.044 -30.609 13.176
B -18.088 -29.210 12.725
H -18.782 -29.416 11.925
H -18.492 -29.575 13.656
H -17.161 -29.709 12.489
H -18.026 -28.133 12.763
C -19.318 -31.788 10.249
O -19.853 -31.733 11.323
N -18.598 -30.785 9.868
N -19.295 -32.866 9.481
H -18.496 -30.030 10.532
H -18.433 -30.562 8.897
H -19.770 -33.633 9.933
H -18.997 -33.008 8.526
C -19.614 -30.089 16.448
O -20.217 -30.721 15.541
N -19.048 -30.605 17.464
N -19.546 -28.774 16.475
H -18.826 -29.957 18.206
H -18.809 -31.586 17.494
H -19.933 -28.249 15.704
H -19.113 -28.270 17.235
C -22.821 -29.268 10.913
O -22.153 -30.007 11.619
N -23.851 -29.656 10.246
N -22.703 -28.002 10.678
H -24.273 -28.890 9.740
H -24.283 -30.562 10.135
H -21.929 -27.353 10.686
H -23.565 -27.750 10.216
C -22.016 -33.252 14.119
O -21.647 -32.364 13.430
N -22.059 -34.501 13.771
N -22.603 -33.080 15.316
H -22.429 -35.188 14.412
H -21.740 -34.881 12.892
H -22.484 -33.930 15.849
H -22.643 -32.111 15.596
C -17.660 -32.854 14.381
O -18.489 -32.083 13.869
N -16.597 -33.313 13.796
N -17.761 -33.357 15.573
H -16.003 -33.937 14.323
H -16.270 -32.868 12.950
H -16.926 -33.814 15.911
H -18.569 -33.307 16.176
C -21.427 -27.458 13.918
O -21.010 -28.559 13.814
N -21.916 -26.949 15.026
N -21.237 -26.550 13.041
H -22.006 -27.616 15.778
H -22.216 -25.991 15.142
H -21.439 -25.579 13.231
H -20.653 -26.834 12.267

=====

# 2
13
Properties=species:S:1:pos:R:3 method="wB97M-V/def2-TZVPD" orbital_gap_ev=9.48 homo_ev=-8.925 de_lowest_kcal_mol=82.5 spin_multiplicity=1 energy_ev=-7796.06677
C -0.930 -0.579 0.070
C -0.208 0.668 0.073
N -2.191 -0.371 1.138
C 1.056 0.029 -0.964
C 2.329 0.189 -0.637
O -0.133 1.682 0.667
H -1.825 -0.202 2.073
H -2.742 0.450 0.894
H -0.407 -1.427 0.505
H -1.442 -0.773 -0.869
H 0.758 -0.320 -1.947
H 2.598 0.548 0.350
H 3.137 0.106 -1.353

=====

# 3
128
Properties=species:S:1:pos:R:3 method="wB97M-V/def2-TZVPD" charge=-1 orbital_gap_ev=6.65 homo_ev=-4.438 de_lowest_kcal_mol=5.3 spin_multiplicity=1 energy_ev=-135304.40777
Sr 0.381 1.125 -0.153
C 3.952 -3.921 3.214
C 2.472 -4.295 3.079
C 2.221 -5.703 3.625
C 1.689 -3.262 3.888
N 2.121 -4.316 1.631
C 3.050 -4.733 0.689
C 2.422 -4.803 -0.488
N 1.098 -4.461 -0.308
B 0.250 -4.452 -1.632
N 0.925 -3.535 -2.702
C 0.739 -3.925 -4.012
C 1.338 -3.039 -4.810
N 1.922 -2.076 -4.008
C 1.640 -2.362 -2.700
S 2.152 -1.491 -1.328
C 2.618 -0.941 -4.691
C 3.306 0.046 -3.758
C 3.694 -1.548 -5.600
C 1.562 -0.187 -5.504
N -1.266 -4.149 -1.500
C -2.078 -5.127 -0.960
C -3.349 -4.716 -1.026
N -3.345 -3.453 -1.607
C -2.050 -3.117 -1.918
S -1.556 -1.690 -2.697
C -4.574 -2.670 -1.897
C -4.772 -2.586 -3.412
C -5.772 -3.388 -1.275
C -4.498 -1.276 -1.278
C 0.904 -4.184 1.007
S -0.586 -3.825 1.750
H 4.184 -3.801 4.271
H 4.148 -2.974 2.709
H 4.617 -4.688 2.818
H 2.508 -5.763 4.677
H 2.800 -6.436 3.059
H 1.162 -5.948 3.533
H 2.113 -3.226 4.894
H 0.636 -3.507 3.955
H 1.790 -2.279 3.428
H 4.084 -4.901 0.915
H 2.809 -5.053 -1.461
H 0.322 -5.580 -2.071
H 0.177 -4.808 -4.256
H 1.388 -3.010 -5.881
H 4.065 -0.438 -3.145
H 2.601 0.542 -3.098
H 3.778 0.810 -4.379
H 4.384 -2.151 -5.006
H 4.255 -0.743 -6.076
H 3.271 -2.175 -6.385
H 0.745 0.121 -4.847
H 1.141 -0.803 -6.300
H 1.998 0.708 -5.948
H -1.670 -6.042 -0.569
H -4.236 -5.206 -0.677
H -4.840 -3.588 -3.843
H -3.932 -2.064 -3.867
H -5.690 -2.040 -3.638
H -5.941 -4.367 -1.726
H -6.660 -2.780 -1.447
H -5.646 -3.503 -0.197
H -3.719 -0.667 -1.730
H -4.302 -1.354 -0.206
H -5.455 -0.769 -1.421
S 1.888 2.782 -1.846
C 0.718 2.953 -3.137
C 1.307 3.317 -4.394
N 1.839 3.596 -5.379
C -0.641 2.806 -3.065
S -1.615 2.350 -1.689
C -1.412 3.114 -4.239
N -2.065 3.396 -5.146
C -5.957 2.667 1.137
N -4.868 2.229 1.988
C -3.736 1.589 1.663
N -2.921 1.570 2.700
C -3.618 2.241 3.651
N -4.797 2.663 3.265
C -5.518 3.722 0.137
C -6.094 3.799 -1.127
C -5.602 4.689 -2.069
C -4.502 5.480 -1.783
C -3.934 5.421 -0.517
C -4.471 4.572 0.452
C -2.664 6.069 -0.191
N -2.132 6.155 0.983
N -0.821 6.541 0.794
C -0.647 6.664 -0.483
O -1.795 6.439 -1.161
C 0.631 6.795 -1.187
C 0.703 7.044 -2.555
C 1.929 6.981 -3.195
C 3.068 6.621 -2.495
C 3.005 6.368 -1.133
C 4.232 5.905 -0.376
N 3.990 4.805 0.537
C 4.118 3.500 0.314
N 3.727 2.812 1.360
C 3.311 3.787 2.221
N 3.462 5.011 1.765
C 1.788 6.490 -0.473
H -6.711 3.060 1.817
H -6.372 1.810 0.610
H -3.530 1.157 0.694
H -3.239 2.424 4.643
H -6.914 3.139 -1.385
H -6.047 4.734 -3.053
H -4.061 6.109 -2.545
H -3.996 4.547 1.424
H -0.201 7.237 -3.118
H 1.986 7.155 -4.261
H 4.007 6.504 -3.025
H 4.603 6.732 0.230
H 5.013 5.585 -1.063
H 4.544 3.088 -0.587
H 2.919 3.581 3.203
H 1.702 6.280 0.584
O 0.426 1.182 2.295
H -0.395 0.940 2.752
H 1.070 0.475 2.469
O -1.035 -0.670 0.199
H -0.908 -1.536 0.659
H -1.210 -0.916 -0.737
O 2.941 0.035 1.629
H 3.297 0.949 1.576
H 3.185 -0.387 0.793

=====

# 4
59
Properties=species:S:1:pos:R:3 method="wB97M-V/def2-TZVPD" orbital_gap_ev=9.57 homo_ev=-9.170 spin_multiplicity=1 energy_ev=-45065.79479
C 1.354 3.388 0.008
C -0.123 3.161 0.295
O -0.725 2.204 -0.559
C -1.073 2.694 -1.850
C -0.734 1.700 -2.952
C 0.760 1.457 -3.202
C 1.476 0.414 -2.314
C 0.577 -0.556 -1.554
C 1.386 -1.622 -0.820
C 0.576 -2.353 0.279
C 0.895 -1.897 1.675
O 1.116 -2.601 2.608
Cl 0.904 -0.127 1.894
O 1.992 -2.570 -1.721
C 1.183 -3.425 -2.357
O 1.604 -4.325 -3.028
H 1.900 2.444 0.058
H 1.507 3.820 -0.985
H 1.770 4.085 0.740
H -0.670 4.113 0.231
H -0.250 2.799 1.319
H -2.161 2.848 -1.869
H -0.596 3.663 -2.040
H -1.288 0.773 -2.785
H -1.157 2.134 -3.867
H 1.268 2.421 -3.084
H 0.898 1.179 -4.249
H 2.137 0.898 -1.588
H 2.138 -0.186 -2.950
H -0.146 -1.042 -2.221
H -0.014 -0.016 -0.809
H 2.245 -1.126 -0.361
H 0.742 -3.429 0.257
H -0.492 -2.152 0.126
H 0.107 -3.291 -2.170
C -6.257 1.587 -1.200
C -5.100 1.549 -1.966
C -4.991 2.343 -3.099
C -6.037 3.179 -3.465
C -7.193 3.218 -2.698
C -7.304 2.421 -1.567
H -6.342 0.967 -0.317
H -4.281 0.901 -1.679
H -4.090 2.309 -3.698
H -5.951 3.800 -4.347
H -8.009 3.870 -2.982
H -8.206 2.451 -0.971
C 3.462 -4.521 5.760
C 3.451 -3.493 4.826
C 4.545 -2.645 4.722
C 5.648 -2.825 5.546
C 5.657 -3.853 6.478
C 4.563 -4.701 6.585
H 2.610 -5.183 5.843
H 2.595 -3.353 4.181
H 4.537 -1.840 3.998
H 6.501 -2.163 5.462
H 6.517 -3.995 7.120
H 4.569 -5.502 7.314

=====

# 5
85
Properties=species:S:1:pos:R:3 method="wB97M-V/def2-TZVPD" charge=+2 orbital_gap_ev="6.65 / 6.99" homo_ev="-13.976 / -14.064" de_lowest_kcal_mol=19.4 spin_multiplicity=2 energy_ev=-86594.67798
Tc -0.242 0.207 1.538
C 0.154 3.443 2.449
Si -0.287 2.682 0.787
C -1.987 3.164 0.217
C -2.445 4.472 0.050
C -3.686 4.701 -0.522
C -4.484 3.633 -0.931
C -4.054 2.330 -0.753
C -2.810 2.108 -0.165
P -2.175 0.444 0.144
C -2.039 -0.343 -1.471
C -3.052 -1.147 -1.989
C -2.950 -1.629 -3.286
C -1.849 -1.307 -4.066
C -0.845 -0.494 -3.555
C -0.940 -0.011 -2.260
C -3.435 -0.351 1.173
C -3.530 -1.743 1.265
C -4.471 -2.317 2.102
C -5.315 -1.514 2.861
C -5.217 -0.133 2.786
C -4.281 0.452 1.947
C 0.986 2.966 -0.542
C 1.037 4.083 -1.371
C 2.047 4.202 -2.316
C 3.012 3.210 -2.443
C 2.977 2.088 -1.625
C 1.965 1.975 -0.676
P 1.868 0.603 0.503
C 2.778 -0.740 -0.289
C 3.911 -1.269 0.325
C 4.702 -2.186 -0.356
C 4.357 -2.578 -1.641
C 3.202 -2.084 -2.237
C 2.411 -1.170 -1.564
C 2.751 1.075 1.999
C 3.840 1.943 1.982
C 4.445 2.308 3.175
C 3.960 1.819 4.385
C 2.874 0.957 4.410
C 2.273 0.582 3.216
H 0.148 4.521 2.247
H 1.144 3.173 2.810
H -0.579 3.247 3.233
H -1.840 5.317 0.358
H -4.038 5.714 -0.658
H -5.450 3.824 -1.379
H -4.684 1.501 -1.051
H -3.916 -1.400 -1.388
H -3.737 -2.252 -3.690
H -1.777 -1.681 -5.078
H 0.003 -0.226 -4.171
H -0.175 0.658 -1.876
H -2.868 -2.389 0.698
H -4.541 -3.395 2.167
H -6.048 -1.968 3.515
H -5.870 0.492 3.379
H -4.220 1.531 1.893
H 0.283 4.858 -1.301
H 2.076 5.066 -2.966
H 3.792 3.309 -3.186
H 3.726 1.315 -1.733
H 4.203 -0.949 1.317
H 5.595 -2.576 0.112
H 4.988 -3.273 -2.179
H 2.930 -2.397 -3.237
H 1.528 -0.769 -2.051
H 4.206 2.344 1.045
H 5.292 2.980 3.165
H 4.437 2.110 5.311
H 2.503 0.571 5.350
H 1.453 -0.140 3.260
C 2.274 -5.560 -1.142
C 0.968 -4.995 -0.689
C -0.240 -5.635 -0.967
C -1.406 -5.053 -0.502
N -1.384 -3.924 0.211
C -0.184 -3.417 0.404
S -0.214 -1.971 1.497
N 0.984 -3.852 0.008
H 2.190 -6.625 -1.344
H 3.042 -5.387 -0.390
H 2.587 -5.061 -2.063
H -0.261 -6.564 -1.518
H -2.377 -5.498 -0.679

=====

# 6
34
Properties=species:S:1:pos:R:3 method="wB97M-V/def2-TZVPD" charge=+1 orbital_gap_ev=10.87 homo_ev=-13.935 de_lowest_kcal_mol=156.6 spin_multiplicity=1 energy_ev=-22885.66311
O -2.219 -1.934 1.047
H -3.163 -1.735 0.736
H -2.091 -2.779 1.294
O 2.637 -2.532 2.616
H 2.216 -3.352 2.596
H 3.094 -2.419 3.380
O 1.305 -0.238 1.863
H 0.258 -1.792 -3.856
H -1.592 2.804 -0.978
O -1.333 2.237 3.337
H -1.067 2.691 2.531
H -0.421 -3.816 -0.553
O -0.664 3.198 -2.518
H -0.917 2.973 -3.369
H -0.930 2.797 4.005
O 0.438 1.598 0.397
H 0.664 1.147 -0.656
H 2.224 -0.864 1.899
O -0.225 -0.393 -0.732
H 0.520 -0.752 1.472
O 3.287 0.971 -0.201
H 3.934 1.587 -0.581
H 3.500 0.191 -0.493
O -1.288 -3.437 -0.596
H -1.115 -0.216 -0.712
H -1.472 -2.576 -0.402
O -0.519 -1.416 -4.317
H -0.622 1.482 0.543
H -1.173 -2.049 -4.540
O -1.941 2.502 -0.210
H 0.998 0.923 1.079
H -2.727 2.617 -0.185
H 0.265 3.605 -2.526
H 0.142 -1.027 -1.370

=====

# 7
13
Properties=species:S:1:pos:R:3 method="wB97M-V/def2-TZVPD" orbital_gap_ev="6.92 / 8.68" homo_ev="-7.893 / -8.933" de_lowest_kcal_mol=105.7 spin_multiplicity=1 energy_ev=-7795.06108
C 0.881 -0.442 -1.428
N 0.136 -0.077 -0.263
C 0.962 -0.032 0.796
C -1.505 0.419 1.232
C -1.224 0.334 -0.153
O -1.902 0.544 -1.153
H 1.819 -0.692 -0.843
H 0.356 -1.112 -2.123
H 1.250 0.444 -1.950
H 1.162 0.863 1.350
H 1.487 -0.962 1.035
H -1.047 -0.265 1.936
H -2.375 0.979 1.565

=====

# 8
21
Properties=species:S:1:pos:R:3 method="wB97M-V/def2-TZVPD" orbital_gap_ev=9.90 homo_ev=-9.171 de_lowest_kcal_mol=58.7 spin_multiplicity=1 energy_ev=-13567.59894
C -0.062 0.860 -0.682
C -1.239 1.593 -1.315
O 0.288 1.491 0.544
O 1.035 0.949 -1.559
H 1.636 0.219 -1.350
H 0.515 2.413 0.355
H -0.484 -0.677 -1.674
H -0.912 2.577 -1.659
H -2.036 1.719 -0.583
H -1.625 1.025 -2.160
C 1.794 -1.173 1.212
C -1.055 -0.930 1.176
C -0.234 -0.927 -0.091
O 1.059 -1.381 -0.001
O -0.872 -1.523 -1.122
H 1.770 -0.122 1.500
H 2.814 -1.474 0.984
H 1.395 -1.794 2.015
H -2.070 -0.638 0.922
H -0.649 -0.257 1.924
H -1.070 -1.949 1.567

=====

# 9
87
Properties=species:S:1:pos:R:3 method="wB97M-V/def2-TZVPD" orbital_gap_ev=11.05 homo_ev=-10.590 de_lowest_kcal_mol=0.0 spin_multiplicity=1 energy_ev=-90266.39018
C 5.615 -12.945 -12.648
O 6.089 -12.354 -11.420
P 7.249 -11.311 -11.395
O 6.995 -10.022 -12.025
O 7.622 -11.256 -9.872
C 6.792 -10.591 -8.956
O 8.462 -12.122 -11.984
C 9.721 -11.428 -12.099
H 4.557 -12.719 -12.753
H 5.803 -14.016 -12.583
H 6.118 -12.581 -13.547
H 5.834 -10.333 -9.411
H 7.254 -9.652 -8.652
H 6.644 -11.243 -8.103
H 10.163 -11.309 -11.099
H 9.600 -10.436 -12.526
H 10.392 -12.075 -12.652
C 5.066 -20.961 -7.370
O 5.596 -19.772 -7.927
P 6.706 -19.875 -9.049
O 6.336 -20.448 -10.316
O 7.916 -20.593 -8.356
C 8.364 -20.209 -7.083
O 7.198 -18.384 -9.099
C 6.290 -17.387 -9.602
H 5.265 -21.829 -8.007
H 3.986 -20.879 -7.271
H 5.496 -21.162 -6.389
H 9.418 -19.962 -7.008
H 8.293 -21.066 -6.388
H 7.715 -19.477 -6.604
H 5.801 -17.700 -10.537
H 6.851 -16.490 -9.846
H 5.477 -17.179 -8.899
C 6.646 -21.654 -3.343
O 7.571 -20.514 -3.410
P 7.011 -19.064 -3.273
O 7.985 -17.991 -3.308
O 6.171 -19.144 -1.940
C 5.363 -18.032 -1.487
O 5.906 -19.063 -4.403
C 5.330 -17.783 -4.855
H 6.707 -22.193 -4.290
H 5.607 -21.366 -3.197
H 6.958 -22.293 -2.520
H 5.379 -17.194 -2.194
H 5.800 -17.619 -0.576
H 4.359 -18.400 -1.311
H 5.384 -17.754 -5.941
H 5.924 -16.932 -4.509
H 4.343 -17.694 -4.411
C 11.780 -16.366 -3.070
O 10.689 -15.650 -2.494
C 10.182 -16.164 -1.398
O 10.694 -16.956 -0.697
O 9.056 -15.539 -1.143
C 8.424 -15.934 0.058
H 12.703 -15.951 -2.672
H 11.728 -16.208 -4.142
H 11.705 -17.430 -2.862
H 7.556 -15.287 0.153
H 9.113 -15.761 0.880
H 8.082 -16.964 0.007
C 6.704 -14.620 -2.989
O 5.411 -14.665 -3.621
C 4.583 -13.648 -3.558
O 3.514 -13.649 -4.084
O 5.084 -12.604 -2.893
C 4.274 -11.447 -2.890
H 6.934 -15.656 -2.754
H 6.638 -14.071 -2.057
H 7.458 -14.224 -3.658
H 4.838 -10.707 -2.339
H 3.318 -11.646 -2.401
H 4.032 -11.125 -3.897
C 9.227 -17.221 -5.895
O 9.290 -16.718 -7.244
C 8.582 -15.695 -7.618
O 7.753 -15.148 -6.997
O 8.996 -15.404 -8.839
C 8.391 -14.335 -9.536
H 9.835 -18.115 -5.823
H 8.232 -17.504 -5.585
H 9.631 -16.461 -5.227
H 8.314 -13.444 -8.913
H 7.409 -14.593 -9.910
H 9.126 -14.033 -10.273